Formula: CH6N4S
Source: the Open Molecules 2025 dataset
Level of theory: the ωB97M-V functional and the def2-TZVPD basis

Summary:
HOMO-LUMO gap: 9.98 eV
SMILES: [H]/N=C(/NN)NS
max |F|: 1.21 eV Å⁻¹

Each line ends with the natural charge from an NBO analysis.
Geometry (Å):
S1 0.030 -1.761 -0.517  0.195
N1 0.540 -0.163 -0.770  -0.816
N2 -0.553 0.871 1.068  -0.471
N3 -0.311 2.063 -0.920  -0.719
N4 0.313 0.178 1.947  -0.651
C1 -0.088 1.010 -0.236  0.549
H1 -0.015 1.914 -1.895  0.331
H2 0.030 -0.801 1.911  0.358
H3 -1.264 -1.713 -0.979  0.099
H4 1.276 0.241 1.604  0.343
H5 -0.823 1.756 1.467  0.388
H6 0.912 0.071 -1.698  0.392

Formula: CH6NO
Source: the Open Molecules 2025 dataset
Level of theory: the ωB97M-V functional and the def2-TZVPD basis

Summary:
net charge: -1
HOMO-LUMO gap: 6.89 eV
max |F|: 2.20 eV Å⁻¹

Each line ends with the natural charge from an NBO analysis.
Geometry (Å):
O1 -0.477 0.599 2.429  -1.376
N1 1.117 -0.379 -0.775  -0.848
C1 -0.374 -0.198 -0.977  -0.437
H1 1.146 -1.277 -0.270  0.338
H2 -0.645 0.664 -1.525  0.167
H3 1.335 0.222 0.006  0.373
H4 -0.347 1.495 2.637  0.386
H5 -0.720 -1.062 -1.457  0.157
H6 -1.034 -0.064 -0.067  0.239

Formula: CH6NO
Source: the Open Molecules 2025 dataset
Level of theory: the ωB97M-V functional and the def2-TZVPD basis

Summary:
net charge: +1
HOMO-LUMO gap: 11.52 eV
max |F|: 1.00 eV Å⁻¹

Each line ends with the natural charge from an NBO analysis.
Geometry (Å):
O1 1.075 1.184 0.856  -0.981
N1 -0.735 -0.115 -0.712  -0.568
C1 -0.619 -1.313 -0.335  0.154
H1 1.813 1.700 0.506  0.507
H2 -1.327 0.157 -1.492  0.436
H3 -1.194 -2.068 -0.834  0.232
H4 -0.188 0.652 -0.283  0.472
H5 0.059 -1.520 0.484  0.239
H6 1.115 1.323 1.810  0.510

no.,E_tot (Ha),E_LUMO (eV)
1,-658.86443,0.6
2,-171.64952,4.6
3,-171.42467,-5.3